No. 1
C56H41BBr2F3NO9 | ωB97M-V with the def2-TZVPD basis set

XYZ file:
```
113
Properties=species:S:1:pos:R:3
Br -7.301 -0.475 -2.367
Br -8.298 -3.165 -0.538
F -6.717 -2.103 1.320
F -5.613 -0.103 -0.278
F -7.692 -0.097 0.236
O 3.882 1.100 -7.600
O 0.149 3.431 -2.908
O 3.973 0.804 11.087
O -3.162 -4.218 -2.530
O 4.747 -2.663 -3.889
O -4.033 -2.299 -3.217
O -4.889 5.206 -3.257
O -1.122 -5.761 0.267
O 1.262 1.963 6.618
N -2.628 -6.793 -1.406
C 4.102 0.263 -6.749
C -0.992 3.849 -2.970
C 6.108 -2.269 -8.674
C -1.865 1.535 -2.938
C -4.227 1.078 -2.945
C -6.771 -0.710 -0.522
C -3.451 3.350 -3.051
C -0.840 1.814 10.229
C -0.502 7.574 -2.988
C 4.873 -0.971 -7.074
C 1.220 1.236 11.328
C -0.178 1.895 9.015
C -3.750 4.806 -3.153
C -0.870 -1.286 1.654
C 0.334 -1.739 2.202
C 5.401 1.457 6.349
C -4.143 -3.292 -2.561
C 1.187 1.649 8.952
C 5.863 -3.069 -6.419
C -4.497 2.436 -3.019
C -0.240 6.216 -2.941
C 6.362 -3.230 -7.700
C 3.336 -0.378 -3.102
C 5.114 -1.943 -6.102
C 3.618 0.441 -5.352
C 0.644 -3.152 0.264
C 4.065 1.240 8.773
C 1.094 -2.664 1.489
C -5.425 -2.911 -0.412
C 0.766 -1.208 3.545
C 3.363 1.097 10.080
C -1.287 5.305 -3.010
C -1.059 -3.294 -1.596
C 1.880 1.729 7.636
C -2.131 2.897 -2.992
C -1.810 8.029 -3.113
C 1.891 1.329 10.115
C -2.858 7.125 -3.176
C 5.366 -1.143 -8.362
C 2.949 1.610 -5.009
C 2.477 1.787 -3.718
C 2.665 0.786 -2.769
C -1.301 -1.785 0.430
C -2.912 0.631 -2.920
C -0.566 -2.734 -0.285
C 3.354 1.518 7.604
C -5.414 -3.584 -1.805
C -2.603 5.762 -3.117
C -0.142 1.478 11.384
C 4.026 1.616 6.392
C 4.573 -1.795 -4.720
C -2.309 -4.167 -1.363
C 6.111 1.201 7.517
C -6.698 -2.190 -0.046
C 3.824 -0.553 -4.391
C 5.445 1.087 8.725
B -1.994 -5.631 -0.803
H -5.482 -4.662 -1.693
H 6.493 -2.399 -9.676
H -1.477 -0.562 2.175
H 1.235 -3.876 -0.277
H 6.950 -4.105 -7.944
H -2.012 9.091 -3.156
H 5.923 1.537 5.405
H 3.486 -1.155 -2.365
H -3.519 -6.938 -0.940
H -2.710 -0.429 -2.881
H -5.519 2.791 -3.048
H 2.286 0.919 -1.763
H 0.314 8.282 -2.930
H -0.841 1.189 -2.908
H 1.519 -1.833 4.012
H -2.860 -3.666 -0.558
H -5.042 0.361 -2.904
H 0.776 5.857 -2.847
H -0.717 2.153 8.114
H -2.078 -7.626 -1.216
H 5.168 -0.391 -9.113
H 1.070 -0.168 3.466
H -4.598 -2.204 -0.386
H 5.991 0.883 9.636
H -0.662 1.408 12.330
H 1.950 2.694 -3.437
H -0.265 -3.831 -2.101
H -1.407 -2.448 -2.186
H -5.200 -3.645 0.352
H -1.452 -5.215 0.989
H 2.027 -3.009 1.908
H 7.187 1.088 7.483
H 2.801 2.379 -5.755
H 6.055 -3.814 -5.659
H -3.878 7.474 -3.268
H -0.108 -1.229 4.193
H 3.469 1.820 5.488
H -1.903 2.010 10.277
H -6.229 -3.222 -2.418
H -2.247 -1.443 0.024
H 1.769 0.979 12.223
```

Properties
structure (SMILES)	Cc1ccc(C[C@@H](OC(=O)CC[C@](F)(Br)C(F)(F)Br)B(N)O)cc1.O=C1c2ccccc2C(=O)c2ccccc21.O=C1c2ccccc2C(=O)c2ccccc21.O=C1c2ccccc2C(=O)c2ccccc21
total charge	0
HOMO energy	-8.984	eV
lowest unoccupied orbital energy	-1.05	eV

Atomic partial charges in e from the Mulliken method, atoms 1 to 6: atom 1 (Br): -0.11, atom 2 (Br): -0.05, atom 3 (F): -0.32, atom 4 (F): -0.21, atom 5 (F): -0.23, atom 6 (O): -0.66

***

No. 2
C56H45N9O7SW | ωB97M-V with the def2-TZVPD basis set

XYZ file:
```
119
Properties=species:S:1:pos:R:3
W -0.085 -0.226 0.014
S -2.864 -1.983 0.162
O -3.397 5.142 6.801
O -0.002 -6.055 -7.035
O 2.693 -6.560 4.186
O 0.848 -2.085 0.354
O 6.569 4.832 -1.256
O 1.745 -0.241 1.077
O 2.745 -1.344 -0.600
N -0.908 -0.558 2.093
N 0.325 -0.495 -1.949
N -1.833 0.929 -0.740
N 0.045 1.838 0.716
N 1.828 -1.194 0.152
N 0.959 0.612 -1.586
N -4.153 -0.271 1.718
N -1.600 -1.557 -0.783
N -2.945 0.786 0.096
C -1.359 2.639 5.226
C -1.973 -4.275 -0.053
C 0.869 -6.163 2.809
C -3.349 4.437 4.484
C -1.361 -2.570 -1.743
C -0.120 -3.969 2.613
C 3.689 -6.118 5.103
C -1.947 1.836 -1.653
C -1.211 1.793 2.864
C 0.022 3.818 -4.212
C -0.724 -2.313 -2.915
C -0.075 -5.329 2.268
C -1.537 -4.806 -5.636
C 1.432 2.728 -1.190
C -0.995 3.310 -3.313
C 1.817 -5.666 3.717
C 7.449 4.718 -0.129
C -0.573 -3.302 -4.001
C 0.921 0.722 -4.566
C -2.918 4.378 5.808
C 0.690 1.877 -2.251
C -0.487 2.450 1.808
C -0.260 -5.167 -6.060
C -3.253 -0.284 0.723
C 0.317 -0.450 -4.347
C -1.909 3.478 6.168
C -2.770 3.602 3.540
C -0.048 -1.023 -3.064
C -1.788 2.683 3.896
C -0.076 3.795 1.880
C 2.718 3.315 -1.271
C -3.290 2.439 -1.949
C 1.369 1.834 -3.642
C 5.354 4.327 -1.182
C 0.703 -3.665 -4.447
C 0.810 2.795 0.086
C -0.777 2.321 -2.419
C 0.763 4.006 0.809
C 3.305 3.960 -2.395
C 1.795 -4.317 4.066
C -1.340 0.442 3.003
C -1.205 -1.708 2.686
C 0.862 -4.587 -5.456
C -1.806 -1.537 3.969
C -1.103 -6.662 -7.701
C -1.752 -3.928 -1.337
C -1.933 -3.269 1.026
C -4.406 6.097 6.495
C -1.932 -0.200 4.146
C 0.832 -3.491 3.515
C 4.566 4.468 -2.347
C 1.129 3.104 -4.411
C -1.097 -3.039 2.052
C 3.542 3.191 -0.114
C -1.679 -3.876 -4.615
C 4.827 3.671 -0.063
H 1.844 -4.884 -5.797
H -0.350 4.496 2.648
H 2.516 -3.906 4.755
H -0.671 -7.312 -8.455
H 7.039 5.257 0.725
H 8.379 5.175 -0.446
H 4.994 4.999 -3.186
H 1.246 4.922 0.514
H 7.613 3.668 0.116
H 3.171 2.615 0.721
H 2.720 4.145 -3.279
H -3.348 3.450 -1.541
H -4.045 6.826 5.765
H -2.675 -3.583 -4.305
H -4.507 -1.116 2.131
H 3.234 -5.731 6.017
H -3.458 2.491 -3.022
H -5.308 5.608 6.120
H -1.701 -7.256 -7.006
H -3.097 3.663 2.508
H 1.580 -3.232 -3.979
H 4.284 -6.994 5.338
H 0.066 -1.058 -5.205
H -4.630 6.601 7.429
H -4.121 5.128 4.178
H -1.572 3.464 7.195
H -2.252 -5.293 0.185
H 0.906 -7.212 2.551
H -1.981 3.733 -3.434
H 0.848 -2.443 3.784
H 1.839 3.376 -5.184
H -0.189 4.705 -4.793
H -1.730 -5.910 -8.185
H -2.418 -5.231 -6.093
H 5.423 3.511 0.823
H 1.113 0.950 -5.609
H -1.810 -4.689 -2.101
H -0.568 1.958 5.513
H 2.439 1.697 -3.466
H -2.111 -2.343 4.617
H -4.082 1.848 -1.506
H 4.325 -5.356 4.647
H -0.785 -5.751 1.573
H -4.488 0.616 2.059
H -2.378 0.316 4.980
```

Properties
total charge	+2
HOMO energy	-11.777	eV
lowest unoccupied orbital energy	-6.58	eV

Atomic partial charges in e from the Mulliken method, atoms 1 to 6: atom 1 (W): 3.18, atom 2 (S): -0.31, atom 3 (O): -0.45, atom 4 (O): -0.45, atom 5 (O): -0.45, atom 6 (O): -0.70

***

What did we get for Kohn-Sham gap? Answer: 7.9, 5.2 eV, in the order shown.
What did we get for electronic energy? Answer: -227572.35547, -99183.76429 eV, in the order shown.
What did we get for F_max? Answer: 1.154, 1.334 eV/A, in the order shown.